Entry 1:
Computed, not measured: the molecule C9H13NO2 at a distorted geometry, with ωB97M-V/def2-TZVPD.

```
25
Properties=species:S:1:pos:R:3:forces:R:3
C -3.87172 -0.71261 -0.27838 -0.6021 -1.6379 -0.0142
C -1.64468 -0.11750 0.20529 0.1111 -1.0689 -0.0287
C -1.76845 1.13566 -0.38919 1.8693 -1.1939 1.3103
C -0.55196 1.84416 -0.40479 0.2057 0.8433 -0.2096
C 0.68921 1.35089 0.04742 -0.4277 -0.0427 0.0951
C 0.76075 0.06840 0.64295 -2.4412 1.0932 -1.0358
C 2.01353 -0.54722 1.00948 3.1542 0.4466 -0.9841
C 2.88543 -0.85670 -0.31196 0.4917 1.2980 -1.0951
C -0.45430 -0.61352 0.73670 1.2981 -0.7436 0.5438
H -4.19816 0.31196 -0.00062 0.0273 -0.7454 0.0038
H -4.50747 -1.53773 0.21373 0.2881 1.6070 -1.2538
H -3.79451 -0.81556 -1.40202 -0.5640 0.1761 1.0601
H -2.74415 1.47179 -0.67931 0.1690 0.5569 -0.4315
H -0.59190 2.86143 -0.78918 0.3076 -0.1264 -0.0063
H 2.64283 1.73810 0.26103 -1.6153 0.4696 -0.4649
H 1.85987 -1.46727 1.53618 0.0493 -0.4548 0.5654
H 2.62745 0.16711 1.60878 -0.3183 -0.6648 0.0310
H 4.00422 -1.04938 -0.20123 -1.4755 0.3317 0.7065
H 2.82336 0.06031 -0.96887 0.1824 -0.7978 0.6806
H 1.49909 -1.72279 -1.61042 1.0577 -0.3528 0.8722
H 2.11713 -2.61798 -0.28228 0.2293 0.5540 -2.6499
H -0.40846 -1.62565 1.24544 -0.4837 1.2749 -0.8717
N 2.39639 -1.98239 -1.12678 -1.6892 -0.9133 2.4859
O -2.61517 -1.07003 0.25098 -0.3199 0.6728 0.3513
O 1.80882 2.16916 -0.07459 0.4959 -0.5817 0.3396
```
Forces are in eV/Å.

Summary:
* HOMO energy: -7.93 eV
* energy relative to the best compared isomer or geometry (same formula, charge and spin): 219.4 kJ/mol
* structure (SMILES): COc1ccc(O)c(CCN)c1
* energy: -555.9202 a.u.
* lowest unoccupied orbital energy: 0.029 hartree

And the Mulliken charges, in e, turn out to be: C -0.7907; C 1.0573; C -0.9171; C -0.7670; C 0.3523; C 1.4528; C -1.6105; C -0.4525; C -0.7818; H 0.3284; H 0.2398; H 0.3127; H 0.3024; H 0.3616; H 0.3467; H 0.4905; H 0.3088; H 0.2985; H 0.3530; H 0.2892; H 0.2820; H 0.2321; N -0.6467; O -0.3745; O -0.6672

=====

Entry 2:
Computed, not measured: a structure of composition C11H6Cl6GeKNO2S at a distorted geometry, with ωB97M-V/def2-TZVPD.

```
29
Properties=species:S:1:pos:R:3:forces:R:3
K 0.57116 -0.35162 -0.07763 -0.8289 0.9587 -0.4588
O 2.54226 0.60573 -0.19553 2.4131 0.8170 -0.0975
N 2.71310 1.49017 0.74846 0.1518 0.2592 0.1610
C 3.72186 1.32280 1.62953 0.2094 0.0456 0.1403
C 3.97490 2.21544 2.63828 -0.0201 -0.0447 -0.0322
C 3.13493 3.31971 2.77357 -0.1061 0.0635 -0.0530
C 2.09849 3.48425 1.88693 0.2643 -0.1190 0.2239
C 1.86546 2.57555 0.83582 -0.0580 0.0908 -0.1704
S 0.63350 2.77564 -0.31048 -0.3514 0.2659 -0.2239
H 4.29681 0.42331 1.47298 -0.0547 -0.0250 -0.0451
H 4.77507 2.01890 3.33696 0.0059 -0.0418 -0.0195
H 3.28097 4.02577 3.58197 -0.0192 -0.0057 -0.0011
H 1.40775 4.30854 1.97855 -0.0239 -0.0027 -0.0479
Cl -5.78883 -4.55555 0.07656 -0.1725 -0.0664 0.0138
C -4.16892 -3.89651 0.03210 0.1129 0.0122 -0.0228
C -3.98712 -2.52261 0.02226 0.0229 -0.0250 0.0221
C -2.70589 -2.01862 -0.02604 -0.0478 -0.2682 -0.0006
Cl -2.46264 -0.30234 -0.04324 -0.3059 0.2046 -0.0067
C -1.52384 -2.82332 -0.07101 0.0863 -0.1390 -0.0697
O -0.36170 -2.33336 -0.14290 -1.1963 -2.1365 -0.1048
C -1.81092 -4.22286 -0.04760 -0.1252 0.0894 -0.0108
Cl -0.45444 -5.30678 -0.09726 0.1264 -0.1310 -0.0134
C -3.08328 -4.75530 -0.00123 0.0003 0.1180 0.0260
H -4.83656 -1.85479 0.05961 0.0127 0.0207 -0.0027
H -3.22544 -5.82681 0.01378 0.0070 -0.0088 -0.0060
Cl -1.26113 -1.69464 4.04076 0.0548 0.0603 -0.0593
Ge 0.01820 -0.12257 2.94755 -0.1438 0.1100 0.9002
Cl 1.92207 -0.35047 4.26860 -0.0599 -0.0318 -0.0089
Cl -0.84320 1.70824 4.05778 0.0457 -0.0702 -0.0323
```
Forces are in eV/Å.

Summary:
* HOMO energy: -1.85 eV
* energy relative to the best compared isomer or geometry (same formula, charge and spin): 126.7 kJ/mol
* total charge: -2
* energy: -6464.4272 a.u.
* lowest unoccupied orbital energy: 0.157 hartree

And the Mulliken charges, in e, turn out to be: K 0.9054; O -0.9046; N 0.6478; C -0.2591; C -0.6433; C -0.0458; C -0.7216; C 0.1134; S -0.4983; H 0.3635; H 0.3542; H 0.3280; H 0.3399; Cl -0.2952; C 0.6001; C -0.8190; C 0.7050; Cl -0.2154; C -0.2944; O -0.8475; C 0.5154; Cl -0.2643; C -0.7702; H 0.3818; H 0.3795; Cl -0.4955; Ge 0.4438; Cl -0.5105; Cl -0.4933

=====

Entry 3:
Computed, not measured: a structure of composition C3H6Br2O3 at a distorted geometry, with ωB97M-V/def2-TZVPD.

```
14
Properties=species:S:1:pos:R:3:forces:R:3
C -2.67649 0.33064 0.26163 -3.5746 2.3779 -1.2137
C -1.35304 0.20594 -0.25465 2.0331 -0.3719 -1.9636
C 2.57576 -0.29413 0.13901 -0.4609 1.9507 0.7527
O 2.53201 -1.47844 -0.37388 2.4942 -1.2190 -0.7073
O 1.57783 0.27185 0.46007 -1.8035 1.2411 0.9213
O 3.75382 0.30300 0.26891 1.6872 -2.2345 -1.2186
Br -1.27285 1.02404 -2.04388 0.0456 -0.2006 -0.0184
Br -0.86841 -1.69446 -0.37725 -0.0514 0.1160 0.0146
H -3.47878 -0.22014 -0.39008 1.4877 1.2688 1.2731
H -2.88866 1.47500 0.37491 -0.0124 -1.9052 -0.7077
H -2.73985 0.03725 1.25176 -0.1050 -1.2125 1.9934
H 1.61209 -1.72972 -0.39094 -0.9847 -0.1610 -0.0885
H -0.53584 0.72126 0.22028 0.0234 -0.2609 0.5739
H 3.76240 1.04790 0.85412 -0.7786 0.6111 0.3888
```
Forces are in eV/Å.

Summary:
* HOMO energy: -10.16 eV
* energy relative to the best compared isomer or geometry (same formula, charge and spin): 0.0 kJ/mol
* energy: -5491.6685 a.u.
* lowest unoccupied orbital energy: 0.019 hartree

And the Mulliken charges, in e, turn out to be: C -1.1191; C -0.0724; C 0.7921; O -0.3473; O -0.5332; O -0.4801; Br -0.1000; Br -0.1494; H 0.2955; H 0.3313; H 0.4235; H 0.1640; H 0.4468; H 0.3483

=====

Entry 4:
Computed, not measured: the molecule C4H9N at a distorted geometry, with ωB97M-V/def2-TZVPD.

```
14
Properties=species:S:1:pos:R:3:forces:R:3
C 1.41168 -0.74500 -0.06734 -0.8849 1.4491 -0.1775
C 0.12641 0.14301 -0.01020 1.4373 -0.2964 -0.6034
C -1.06254 -0.35278 0.71809 -0.6897 -0.0918 1.6994
C -1.08048 -0.26339 -0.78497 0.0623 -1.0298 -0.5201
H 1.95808 -0.45341 -0.96821 -0.1292 -0.3322 -0.0866
H 2.09103 -0.50011 0.75357 -0.2432 -0.1797 0.1938
H 1.15031 -1.79686 -0.06346 0.0997 -0.1437 -0.0105
H 0.72754 1.87782 0.83981 -0.0594 0.0429 -0.4577
H -0.40084 2.07576 -0.32010 -0.2776 0.2417 -0.0695
H -0.98872 -1.29066 1.29884 -0.0548 0.3148 -0.8477
H -1.66975 0.36953 1.28439 0.3108 -0.1699 -0.4431
H -1.64326 0.56929 -1.20204 -0.0449 -0.3529 -0.0596
H -1.04949 -1.19409 -1.38897 -0.0917 0.8052 0.4622
N 0.43001 1.56088 -0.08942 0.5653 -0.2573 0.9202
```
Forces are in eV/Å.

Summary:
* HOMO energy: -9.03 eV
* energy relative to the best compared isomer or geometry (same formula, charge and spin): 70.0 kJ/mol
* structure (SMILES): CC1(N)CC1
* energy: -212.5245 a.u.
* lowest unoccupied orbital energy: 0.043 hartree

And the Mulliken charges, in e, turn out to be: C -1.2963; C 0.9542; C -0.6386; C -0.7604; H 0.3099; H 0.3394; H 0.3374; H 0.2677; H 0.2522; H 0.2267; H 0.2304; H 0.2372; H 0.2102; N -0.6699

=====

Entry 5:
Computed, not measured: a cluster of 2 separate species, C3H7O3 in total at a distorted geometry, with ωB97M-V/def2-TZVPD.

```
13
Properties=species:S:1:pos:R:3:forces:R:3
O -2.34842 0.21132 0.63468 0.6274 -0.2487 -0.2314
C -2.25258 -0.59907 1.56781 -1.8853 1.0983 -0.0761
O -3.03230 -1.07963 2.36254 0.7301 -0.7458 0.3687
H -1.15533 -0.82978 1.71754 0.2642 -0.2668 0.1076
H -0.70514 1.02198 0.52649 0.1900 0.7262 0.1824
C 0.44118 0.34256 -0.77465 0.7367 -0.4339 -0.5478
O 0.23126 1.19614 0.34319 -0.4186 -0.7195 -0.4282
C 1.90050 -0.00275 -0.95405 0.8226 -0.2226 -0.0514
H -0.07004 -0.62360 -0.68149 -0.2238 0.0995 0.4061
H 0.05344 0.74689 -1.71495 -0.0653 0.4180 0.1211
H 2.00598 -0.80283 -1.69038 -0.1452 -0.0396 -0.0068
H 2.56898 0.78437 -1.30180 -0.3803 0.4134 -0.0061
H 2.36247 -0.36558 -0.03493 -0.2526 -0.0786 0.1620
```
Forces are in eV/Å.

Summary:
* HOMO energy (alpha / beta): -10.33 / -10.31 eV
* energy relative to the best compared isomer or geometry (same formula, charge and spin): 131.1 kJ/mol
* expectation value of S²: 0.7569
* multiplicity: 2
* energy: -344.1220 a.u.
* lowest unoccupied orbital energy (alpha / beta): 0.028 / -0.165 hartree

And the Mulliken charges, in e, turn out to be: O -0.4523; C 0.4731; O -0.3433; H 0.2630; H 0.3674; C 0.0381; O -0.5248; C -1.2093; H 0.1984; H 0.2327; H 0.3442; H 0.2954; H 0.3173

=====

Entry 6:
Computed, not measured: a structure of composition C35H43BN8O4S3Ti at a distorted geometry, with ωB97M-V/def2-TZVPD.

```
95
Properties=species:S:1:pos:R:3:forces:R:3
Ti -2.15807 2.17308 0.52782 1.2514 -0.5095 2.0054
C 1.84263 5.13638 1.13052 -0.0632 0.0401 0.0436
C 1.89573 3.76678 0.55162 0.5734 -0.0898 -0.5967
C 2.78313 3.39498 -0.42368 -0.6149 0.0356 0.5046
C 2.72833 2.08088 -0.95038 -0.1435 -0.0802 0.1485
N 1.78963 1.25158 -0.59468 0.1927 -0.5181 -0.2494
N 0.88643 1.61088 0.31182 0.9973 1.1292 0.2666
B -0.23577 0.63888 0.61012 0.5610 -0.2605 1.0077
N -0.01837 -0.11392 1.92032 -0.3685 0.1243 0.9946
N 1.05523 -0.88752 1.84432 0.6654 -0.3077 -0.3050
C 1.44333 -1.58922 2.86372 -0.1372 0.1117 -0.0605
C 0.80743 -1.45292 4.12952 -0.4206 0.4052 -0.2073
C -0.31347 -0.68372 4.22552 0.5175 -0.2852 -0.0642
C -1.05507 -0.43942 5.49332 -0.0245 -0.0475 0.0498
C -0.80507 -0.06352 3.02532 -0.2244 0.0542 -0.4458
S -2.29687 0.68678 2.97932 0.0566 0.4847 -0.2679
C 2.60093 -2.53702 2.64322 0.1923 -0.0954 -0.0836
C 2.88403 -2.66312 1.14532 0.0305 0.0523 0.2289
C 2.23583 -3.91742 3.20512 0.0208 0.1868 -0.0631
C 3.83613 -1.99292 3.37002 -0.1423 -0.0737 -0.1076
N -0.63767 -0.25842 -0.48178 -0.2260 -0.7313 -1.9293
N -0.91917 -1.53042 -0.15878 -0.1166 -0.2962 0.3994
C -1.31557 -2.37722 -1.06448 0.1303 0.2778 0.3831
C -1.40887 -2.01942 -2.42838 0.2138 1.0987 -0.3093
C -1.16897 -0.71652 -2.78698 -0.2811 -1.2440 -0.1420
C -1.32067 -0.21062 -4.18068 0.0017 -0.0616 -0.0276
C -0.83097 0.20388 -1.76958 0.2592 0.9460 0.6856
S -0.75437 1.85808 -2.06608 -0.0738 -0.4604 -0.0572
C -1.62487 -3.78952 -0.61018 0.0434 -0.1639 0.2038
C -0.58007 -4.71522 -1.25198 -0.1354 0.1073 0.0719
C -3.03207 -4.19812 -1.07068 0.2332 0.0817 0.0036
C -1.52947 -3.89732 0.91282 -0.0168 0.0027 -0.2250
C 0.93243 2.80568 0.96082 -0.2925 -0.6081 0.1065
S -0.20017 3.07228 2.18352 -0.2412 -0.2036 -0.0481
C 3.74083 1.59508 -1.96538 0.1436 -0.1409 -0.1993
C 3.59913 0.08788 -2.19018 0.0037 0.2341 0.0151
C 5.15603 1.89368 -1.45228 -0.1769 -0.0450 -0.0274
C 3.50823 2.33488 -3.28998 -0.0021 -0.0925 0.1543
H 2.65213 5.75768 0.75392 0.0438 -0.0114 -0.0043
H 1.88433 5.08848 2.21842 0.0123 0.0631 0.0250
H 0.88533 5.59188 0.86702 -0.0035 0.0235 0.0536
H 3.49993 4.10898 -0.79878 0.1071 0.0447 -0.0313
H 1.22323 -1.94152 4.99752 -0.0184 -0.0547 0.1174
H -0.47197 -0.72992 6.36362 0.0783 -0.0565 0.0122
H -1.99307 -0.99422 5.49482 -0.0769 0.0025 0.0092
H -1.31967 0.61578 5.55212 -0.0099 0.0061 0.1006
H 2.00063 -3.03072 0.63012 -0.1019 -0.0541 -0.1469
H 3.70793 -3.35182 0.97172 0.1019 -0.0890 0.0372
H 3.13063 -1.69442 0.72282 0.0463 0.0774 -0.1149
H 1.31143 -4.28132 2.75952 -0.0679 -0.0768 -0.0433
H 2.10343 -3.88552 4.28362 -0.0090 -0.0598 0.1332
H 3.03093 -4.62612 2.98152 0.0593 -0.0729 0.0049
H 4.11473 -1.01942 2.97452 0.0520 0.1219 -0.0602
H 4.67323 -2.67452 3.23972 0.1304 -0.0711 0.0145
H 3.64443 -1.88382 4.43442 0.0215 0.0096 0.1747
H -1.68467 -2.74212 -3.17798 -0.0640 -0.1300 -0.0939
H -1.44457 -1.02532 -4.88908 -0.0123 -0.0992 -0.0149
H -0.45097 0.38608 -4.45048 0.0034 0.0430 -0.0932
H -2.18767 0.44998 -4.23748 0.0231 0.0399 -0.0314
H -0.67537 -4.72052 -2.33518 0.0324 -0.0470 -0.1485
H -0.71117 -5.73342 -0.89248 -0.0137 -0.1167 0.0206
H 0.42463 -4.38192 -0.99688 0.0985 -0.0133 0.0138
H -3.19707 -3.94082 -2.11358 -0.0937 -0.0360 -0.1182
H -3.80047 -3.70802 -0.47478 -0.0725 0.0449 0.0409
H -3.15687 -5.27412 -0.96638 -0.0446 -0.0803 0.0596
H -0.50607 -3.72462 1.23352 0.1141 0.0322 0.1373
H -1.84287 -4.88832 1.23612 -0.0009 -0.1153 -0.0081
H -2.15807 -3.15472 1.39862 -0.0571 0.0638 0.0806
H 3.77603 -0.45132 -1.26308 -0.0270 -0.1211 0.0795
H 4.32583 -0.24272 -2.92988 0.0865 0.0077 -0.0662
H 2.60223 -0.15812 -2.54318 -0.1141 -0.0810 -0.0232
H 5.30053 1.46688 -0.46208 0.0727 -0.0627 0.1117
H 5.34463 2.96248 -1.39598 0.0579 0.1310 0.0286
H 5.89333 1.46068 -2.12508 0.0636 -0.0299 -0.0691
H 2.49283 2.17358 -3.64458 -0.1244 -0.0195 -0.0594
H 4.20393 1.96598 -4.04118 0.0698 -0.0042 -0.0885
H 3.66513 3.40528 -3.17748 0.0004 0.1435 -0.0127
O -4.63627 -0.81212 -0.71708 0.0349 0.3109 -0.0806
C -3.99167 0.35698 -0.58228 0.0413 -0.4634 0.0878
O -3.05607 0.47638 0.27562 -1.2527 -0.9638 -0.7906
C -4.28127 1.49908 -1.36658 0.0358 0.3597 -0.2087
C -5.19167 1.72558 -2.42018 0.2216 -0.1292 0.2772
C -5.16787 2.94678 -3.04768 0.1026 0.0281 0.0645
C -4.25047 3.94208 -2.65458 0.2188 -0.1384 0.3614
C -3.40167 3.65988 -1.60398 -0.1721 0.4441 -0.3209
N -3.43147 2.48808 -0.98418 -0.8952 -0.3372 -0.6448
C -2.28167 4.50748 -1.01338 -0.6731 0.8628 -1.1062
O -2.02377 5.62268 -1.40108 -0.0390 -0.2749 0.0571
O -1.65647 3.84478 -0.09498 0.4482 1.3208 -0.0907
H -4.31597 -1.42112 -0.03218 0.0553 0.2085 -0.0587
H -5.87257 0.94028 -2.70288 -0.1131 -0.0579 -0.0982
H -5.84787 3.15318 -3.86058 -0.0722 -0.0380 -0.0465
H -4.20097 4.89208 -3.15928 0.0601 0.1309 0.0207
N -4.55767 3.44858 2.21102 -0.5721 0.2994 0.3246
C -3.64567 3.01708 1.65792 -0.1788 0.0283 0.3689
```
Forces are in eV/Å.

Summary:
* HOMO energy (alpha / beta): -6.50 / -7.94 eV
* expectation value of S²: 2.0232
* multiplicity: 3
* energy: -4167.5524 a.u.
* lowest unoccupied orbital energy (alpha / beta): -0.026 / -0.061 hartree

And the Mulliken charges, in e, turn out to be: Ti -0.4285; C -1.7717; C 0.2482; C -0.6972; C 0.1036; N -0.3599; N 0.6874; B -1.0314; N 0.4739; N -0.4231; C 0.1071; C -0.7638; C 0.3193; C -1.8793; C 0.9469; S -0.3771; C 2.2788; C -1.5864; C -1.5725; C -1.8250; N 0.6001; N -0.4146; C 0.1926; C -0.5612; C -0.7770; C -1.8097; C 1.9941; S -0.3747; C 2.3293; C -1.7285; C -1.6850; C -1.8278; C 1.1859; S -0.4006; C 2.2417; C -1.6950; C -1.8152; C -1.6347; H 0.4162; H 0.3914; H 0.3108; H 0.4311; H 0.4466; H 0.4173; H 0.3336; H 0.4109; H -0.0235; H 0.5578; H 0.1961; H 0.1661; H 0.3757; H 0.4781; H 0.3262; H 0.4775; H 0.3595; H 0.5704; H 0.4749; H 0.2775; H 0.3085; H 0.3437; H 0.4931; H 0.2425; H 0.3104; H 0.2951; H 0.5157; H 0.0071; H 0.5689; H 0.3084; H 0.2494; H 0.5187; H 0.1927; H 0.3695; H 0.3442; H 0.4596; H 0.2508; H 0.4774; H 0.3554; O -0.6226; C 0.3942; O 0.1924; C 0.1704; C -0.9398; C -0.4176; C -0.8548; C 0.6975; N 0.5867; C 0.1461; O -0.7110; O -0.5256; H 0.3867; H 0.5788; H 0.4670; H 0.5811; N -0.8035; C 0.3994